1.
Density functional theory data (ωB97M-V with the def2-TZVPD basis set) for 2 unconnected molecules or ions with the total composition CH3NOSi.

Results
HOMO-LUMO gap (alpha / beta): 8.2245 / 8.4257 eV
energy relative to the best compared isomer or geometry (same formula, charge and spin): 605.5 kJ/mol
charge: 0

Each line ends with the Löwdin charge.
CARTESIAN COORDINATES (ANGSTROEM)
C1 0.49 2.12 -0.29  -0.04
N1 0.63 3.15 0.17  0.05
O1 -0.11 -0.03 -1.12  -0.31
Si1 -0.23 -1.00 0.10  0.44
H1 0.96 -1.13 0.95  -0.06
H2 -1.43 -0.90 0.93  -0.07
H3 -0.32 -2.22 -0.75  -0.01

2.
Density functional theory data (ωB97M-V with the def2-TZVPD basis set) for a molecular structure, C25H26N2O3SZr.

Results
HOMO-LUMO gap: 7.2057 eV
energy relative to the best compared isomer or geometry (same formula, charge and spin): 18.5 kJ/mol
charge: +2

Each line ends with the Löwdin charge.
CARTESIAN COORDINATES (ANGSTROEM)
Zr1 1.20 -1.25 -1.07  1.98
C1 -0.13 1.56 3.77  -0.06
C2 -0.89 2.75 3.16  -0.56
C3 -0.20 4.04 3.60  -0.03
C4 -2.33 2.73 3.69  -0.03
C5 -0.92 2.68 1.64  -0.14
C6 -1.57 3.71 0.93  0.00
C7 -1.63 3.74 -0.45  -0.04
C8 -1.02 2.70 -1.14  -0.43
S1 -0.92 2.44 -2.86  1.24
C9 -0.06 1.00 -2.62  -0.52
N1 0.17 0.69 -1.33  -0.08
C10 -0.38 1.66 -0.47  -0.28
C11 -0.33 1.66 0.93  0.02
C12 0.43 0.13 -3.68  -0.27
C13 0.26 0.44 -5.03  -0.02
C14 0.77 -0.42 -5.99  -0.02
C15 1.44 -1.57 -5.60  -0.04
C16 1.60 -1.87 -4.26  -0.10
C17 1.10 -1.03 -3.26  -0.23
H1 -0.13 1.66 4.85  0.10
H2 0.91 1.54 3.44  0.09
H3 -0.60 0.61 3.52  0.09
H4 -0.16 4.09 4.69  0.10
H5 -0.72 4.93 3.25  0.08
H6 0.83 4.09 3.22  0.10
H7 -2.32 2.77 4.78  0.10
H8 -2.85 1.82 3.40  0.09
H9 -2.91 3.58 3.34  0.08
H10 -2.04 4.52 1.47  0.12
H11 -2.13 4.54 -0.97  0.13
H12 0.20 0.86 1.44  0.08
H13 -0.25 1.34 -5.34  0.11
H14 0.65 -0.18 -7.04  0.13
H15 1.85 -2.23 -6.36  0.12
H16 2.14 -2.78 -4.00  0.09
O1 1.61 -3.45 -1.13  -0.16
C18 0.56 -4.44 -1.00  -0.08
C19 -0.62 -3.78 -0.35  -0.23
C20 -1.67 -4.52 0.14  0.03
C21 -2.73 -3.86 0.74  0.02
C22 -2.70 -2.47 0.85  0.00
C23 -1.62 -1.80 0.33  -0.07
N2 -0.60 -2.44 -0.27  -0.02
H17 2.44 -3.88 -1.39  0.15
H18 0.92 -5.26 -0.39  0.15
H19 0.30 -4.81 -2.00  0.15
H20 -1.66 -5.60 0.07  0.14
H21 -3.57 -4.42 1.14  0.14
H22 -3.51 -1.93 1.32  0.13
H23 -1.55 -0.72 0.39  0.11
C24 4.13 -0.38 1.54  0.06
C25 2.98 -0.69 0.67  -0.60
O2 1.78 -0.69 1.06  -0.08
O3 3.17 -0.97 -0.59  -0.15
H24 3.81 -0.26 2.58  0.10
H25 4.59 0.55 1.18  0.12
H26 4.88 -1.16 1.45  0.11

3.
Density functional theory data (ωB97M-V with the def2-TZVPD basis set) for C8H9BrS2 in the gas phase.

Results
HOMO-LUMO gap: 7.9575 eV
energy relative to the best compared isomer or geometry (same formula, charge and spin): 87.1 kJ/mol
charge: 0

Each line ends with the Löwdin charge.
CARTESIAN COORDINATES (ANGSTROEM)
C1 -0.59 1.36 -1.61  -0.09
C2 -0.80 0.39 -0.37  -0.68
Br1 -2.79 0.76 0.21  0.62
C3 -0.89 -1.01 -0.84  -0.17
C4 -0.44 -2.02 -0.07  -0.12
C5 -0.28 -1.74 1.34  -0.11
C6 0.03 -0.50 1.77  -0.16
C7 0.02 0.67 0.91  -0.43
C8 1.57 0.94 0.49  -1.17
S1 2.17 2.44 0.56  0.69
S2 2.32 -0.53 0.04  0.87
H1 -0.93 2.40 -1.62  0.08
H2 -1.06 0.93 -2.49  0.07
H3 0.54 1.37 -1.57  0.06
H4 -1.18 -1.31 -1.87  0.13
H5 -0.41 -3.00 -0.35  0.08
H6 -0.28 -2.60 2.10  0.14
H7 0.17 -0.24 2.87  0.15
H8 -0.45 1.66 1.18  0.12
H9 3.29 0.04 -0.68  -0.10